19
Properties=species:S:1:pos:R:3:forces:R:3:mulliken_charge:R:1 method="wB97M-V/def2-TZVPD" gap_ha=0.290 total_charge=0 total_energy_ev=-8354.923 relative_energy_kj_mol=503.0
C 1.454 -0.581 0.557 -0.1 0.0 -0.1 -1.08
C -0.281 -0.136 2.263 -0.1 0.0 -0.3 -0.89
N 0.117 -0.039 0.845 -0.2 0.7 -0.9 0.00
H 0.052 0.923 0.377 0.1 -0.6 0.8 0.32
H 1.763 -0.205 -0.418 -0.1 -0.1 0.0 0.34
H 1.440 -1.670 0.563 -0.1 0.0 0.0 0.41
H 2.175 -0.235 1.297 -0.1 0.0 0.1 0.36
H -1.244 0.355 2.400 0.0 0.0 0.0 0.32
H -0.362 -1.184 2.553 0.0 0.0 -0.1 0.36
H 0.461 0.367 2.884 0.0 -0.1 0.0 0.35
C -1.040 -0.508 -0.251 0.0 0.7 0.1 -0.08
C -0.656 1.352 -1.340 0.1 -0.6 -0.4 -0.40
C -0.080 1.051 -2.506 -0.1 -0.1 0.6 -0.68
N -0.985 -1.597 -0.899 0.4 0.1 0.1 -0.67
H -0.047 -1.883 -1.169 0.0 0.0 0.0 0.23
H -1.981 -0.150 0.152 0.1 0.0 0.1 0.40
H -1.096 2.361 -1.320 0.0 -0.1 0.4 0.26
H 0.304 0.035 -2.643 0.0 0.1 -0.3 0.15
H 0.004 1.744 -3.344 0.0 -0.2 0.0 0.29


11
Properties=species:S:1:pos:R:3:forces:R:3:mulliken_charge:R:1 method="wB97M-V/def2-TZVPD" gap_ha=0.321 total_charge=0 total_energy_ev=-20509.936 relative_energy_kj_mol=332.2
H 2.111 2.435 0.093 -0.3 -0.3 0.0 0.31
N 1.113 2.184 0.094 0.2 -1.9 -0.6 -0.57
C 0.952 0.913 -0.061 0.7 1.6 0.8 0.34
N 1.988 -0.093 -0.070 -0.4 -0.2 -0.3 -0.52
C 1.503 -1.275 -0.040 -0.2 0.7 0.7 0.04
S -0.258 -1.455 0.053 0.0 -0.4 -0.3 -0.23
C -0.408 0.300 -0.054 0.6 -0.5 0.2 0.51
N -1.469 0.970 -0.020 0.0 0.5 -0.3 -0.23
O -2.647 0.334 -0.009 -0.9 -1.8 0.0 -0.32
H 2.076 -2.198 0.110 0.0 0.5 -0.4 0.37
H -2.586 -0.680 -0.086 0.3 1.8 0.1 0.29


15
Properties=species:S:1:pos:R:3:forces:R:3:mulliken_charge:R:1 method="wB97M-V/def2-TZVPD" smiles="C[C@H]1CN=C=CN1" gap_ha=0.331 total_charge=0 total_energy_ev=-8291.943 relative_energy_kj_mol=294.6
C 1.417 -0.781 -0.196 0.1 0.0 0.0 -1.52
C -0.051 -0.662 0.208 0.0 -0.1 0.1 0.43
C -0.192 0.442 1.353 0.2 0.0 0.2 -0.59
N -1.235 1.421 0.974 0.0 0.1 -0.6 -0.55
C -1.124 1.616 -0.241 -0.1 -0.2 0.4 0.57
C -0.875 0.971 -1.372 0.1 0.3 0.0 -0.68
N -0.860 -0.422 -1.002 -0.2 -0.2 0.0 -0.37
H 1.531 -1.510 -1.001 0.0 0.0 0.1 0.38
H 1.789 0.186 -0.554 -0.1 -0.1 0.0 0.34
H 2.040 -1.089 0.651 -0.1 0.1 -0.1 0.38
H -0.391 -1.620 0.616 0.0 0.2 0.0 0.34
H 0.773 0.939 1.500 -0.1 -0.1 -0.1 0.30
H -0.486 0.004 2.311 0.0 0.0 -0.2 0.33
H -0.549 1.330 -2.336 -0.1 0.0 0.2 0.35
H -1.788 -0.823 -0.911 0.1 0.1 0.0 0.28


51
Properties=species:S:1:pos:R:3:forces:R:3:mulliken_charge:R:1 method="wB97M-V/def2-TZVPD" multiplicity=3 s_squared=2.020 gap_ha="0.259 / 0.197" total_charge=0 total_energy_ev=-54280.449 relative_energy_kj_mol=0.0
Pd -1.165 -0.116 0.155 0.4 0.4 1.1 -0.11
C 0.715 -0.845 2.603 0.0 0.0 -0.1 -1.23
N 0.682 -1.182 1.168 -0.1 -0.1 -0.1 1.17
C 1.844 -0.643 0.467 0.0 -0.1 0.0 -0.80
C 1.913 0.873 0.581 0.0 0.2 0.1 -1.76
N 0.690 1.538 0.104 -0.1 -0.4 -0.5 1.60
C 0.776 1.822 -1.341 0.1 0.0 0.2 -1.35
C 0.298 2.718 0.815 0.1 0.1 0.0 -0.69
C 1.254 3.656 1.190 -0.1 0.0 0.0 -0.23
C 0.880 4.836 1.813 0.0 0.1 0.0 -0.89
C -0.465 5.095 2.053 0.0 -0.1 -0.1 -0.53
C -1.419 4.163 1.686 0.0 0.0 0.0 -0.57
C -1.058 2.951 1.081 0.0 0.1 0.1 0.72
S -2.308 1.754 0.819 -0.1 0.0 -0.1 -0.28
C 0.414 -2.597 0.974 0.1 0.4 0.0 0.25
C 1.421 -3.483 0.628 0.0 -0.2 0.0 -0.27
C 1.133 -4.832 0.433 0.0 0.1 0.0 -0.86
C -0.168 -5.276 0.606 -0.1 0.1 0.0 -0.59
C -1.173 -4.379 0.949 -0.1 -0.1 0.0 -0.71
C -0.916 -3.023 1.133 -0.1 0.1 0.0 0.37
S -2.224 -1.886 1.511 0.1 -0.3 -0.1 -0.31
H 1.695 -1.092 3.030 0.0 0.0 0.0 0.31
H -0.063 -1.402 3.113 0.0 0.0 0.0 0.46
H 0.511 0.215 2.751 0.0 0.0 0.0 0.11
H 1.790 -0.949 -0.579 0.0 0.0 0.0 0.51
H 2.786 -1.042 0.871 0.0 0.0 0.0 0.36
H 2.787 1.222 0.019 0.0 0.0 0.0 0.37
H 2.077 1.155 1.618 0.0 0.0 0.0 0.71
H 1.584 2.536 -1.547 0.0 0.0 0.0 0.42
H -0.166 2.238 -1.692 -0.1 0.0 0.0 0.28
H 0.969 0.903 -1.888 0.0 -0.1 0.0 0.31
H 2.299 3.463 0.976 0.0 0.0 0.0 0.40
H 1.637 5.556 2.097 0.0 0.0 0.0 0.39
H -0.771 6.017 2.530 0.0 0.0 0.0 0.39
H -2.468 4.347 1.885 0.0 0.0 0.0 0.43
H 2.440 -3.136 0.513 0.0 0.0 0.0 0.33
H 1.918 -5.523 0.150 0.0 0.0 0.0 0.40
H -0.413 -6.319 0.451 0.0 0.0 0.0 0.38
H -2.196 -4.723 1.045 0.0 0.0 0.0 0.42
N -4.055 1.970 -3.225 0.1 0.0 0.0 -0.52
C -3.225 1.188 -3.082 0.3 -0.3 0.1 0.00
C -2.179 0.201 -2.903 -0.7 0.3 0.2 0.40
C -1.106 0.158 -3.753 0.4 -0.1 -0.2 -0.14
C -0.113 -0.806 -3.536 -0.1 0.2 -0.2 -0.78
C -0.252 -1.653 -2.468 -0.3 -0.2 0.4 -0.46
N -1.326 -1.649 -1.640 0.5 -0.1 -0.3 -0.43
C -2.273 -0.734 -1.844 -0.2 -0.1 -0.7 -0.02
H -1.037 0.864 -4.571 0.0 0.0 0.0 0.47
H 0.740 -0.886 -4.195 0.0 0.0 0.0 0.43
H 0.491 -2.411 -2.244 0.0 0.0 0.0 0.50
H -3.205 -0.854 -1.311 0.0 0.0 0.2 0.64


43
Properties=species:S:1:pos:R:3:forces:R:3:mulliken_charge:R:1 method="wB97M-V/def2-TZVPD" smiles="CCOCCc1c(O)nc(SCC(=O)NCc2ccco2)[nH]c1=O" gap_ha=0.325 total_charge=0 total_energy_ev=-41406.882 relative_energy_kj_mol=74.5
C -5.740 -0.524 1.706 0.3 0.0 -0.3 -1.31
C -4.408 -0.988 1.118 -0.1 -0.1 0.2 0.11
O -4.173 -0.543 -0.204 0.0 -0.1 -0.1 -0.41
C -3.970 0.838 -0.379 0.0 0.3 0.0 -0.73
C -2.646 1.371 0.205 -0.2 -0.4 -0.2 -1.76
C -1.488 0.594 -0.340 -0.2 -0.1 0.5 0.77
C -0.834 -0.368 0.383 0.1 0.3 -0.9 0.86
O -1.108 -0.636 1.662 -0.1 0.1 0.1 -0.53
N 0.172 -1.111 -0.141 -0.3 -0.2 -0.2 -0.43
C 0.551 -0.892 -1.349 -0.1 -0.2 0.5 0.32
S 1.910 -1.839 -1.926 0.3 -0.2 -0.3 -0.22
C 2.203 -2.802 -0.408 -0.4 0.1 -0.2 -0.80
C 2.272 -1.925 0.842 0.4 -0.3 -0.1 0.61
O 1.737 -2.242 1.881 -0.1 -0.2 0.5 -0.71
N 3.061 -0.841 0.700 0.4 0.2 0.0 -0.11
C 3.108 0.221 1.685 -0.3 0.0 0.0 -0.76
C 2.656 1.514 1.092 0.8 0.3 0.2 0.28
C 3.275 2.724 0.974 -0.2 -0.6 0.1 -0.68
C 2.367 3.569 0.288 -0.5 -0.1 -0.2 -0.70
C 1.269 2.810 0.033 0.3 0.8 -0.1 -0.31
O 1.433 1.565 0.514 0.0 -0.5 0.2 0.02
N -0.009 0.035 -2.141 0.1 0.0 -0.2 -0.05
C -1.076 0.852 -1.693 0.3 -0.4 0.3 0.31
O -1.516 1.695 -2.448 -0.2 0.3 -0.2 -0.71
H -5.731 0.542 1.918 -0.1 0.1 0.1 0.31
H -5.927 -1.055 2.635 0.0 0.0 0.1 0.43
H -6.548 -0.736 1.010 -0.1 0.0 0.0 0.30
H -3.584 -0.698 1.781 -0.1 -0.1 -0.1 0.06
H -4.409 -2.078 1.030 0.1 0.1 0.1 0.32
H -3.953 0.978 -1.463 0.0 0.1 0.1 0.47
H -4.803 1.419 0.036 0.0 0.0 -0.1 0.34
H -2.649 1.308 1.293 0.0 0.1 0.0 0.39
H -2.559 2.416 -0.097 0.0 0.1 0.1 0.45
H -0.469 -1.303 1.968 0.1 0.0 -0.1 0.35
H 3.149 -3.322 -0.564 0.0 0.0 0.0 0.42
H 1.397 -3.525 -0.292 0.1 0.1 0.1 0.39
H 3.438 -0.630 -0.213 -0.1 -0.1 0.1 0.32
H 2.451 -0.093 2.503 0.2 0.1 0.0 0.33
H 4.126 0.340 2.068 -0.2 0.1 0.0 0.33
H 4.249 2.982 1.335 0.2 0.0 0.1 0.47
H 2.518 4.594 0.023 0.0 0.2 -0.1 0.47
H 0.347 3.024 -0.468 -0.2 -0.1 -0.1 0.51
H 0.312 0.187 -3.089 -0.1 0.0 0.1 0.25


13
Properties=species:S:1:pos:R:3:forces:R:3:mulliken_charge:R:1 method="wB97M-V/def2-TZVPD" multiplicity=3 s_squared=2.006 gap_ha="0.347 / 0.401" total_charge=0 total_energy_ev=-27712.521
C 0.487 -0.044 -0.491 -0.8 -2.2 -1.2 -0.30
C 0.770 1.324 -0.125 -0.8 3.9 -0.1 0.95
C 1.097 -1.154 0.371 -0.2 0.0 -0.7 1.11
N -2.552 -0.241 -0.010 5.4 2.5 -1.0 0.85
O -2.717 0.713 -0.696 -2.3 -0.3 -0.1 -0.39
O -2.894 -1.158 0.584 -3.2 -2.1 1.1 -0.46
F 0.044 -0.394 -1.723 0.6 0.7 1.8 -0.26
F -0.233 2.199 0.297 0.0 -1.9 0.2 -0.27
F 1.626 1.262 0.872 0.6 0.4 0.6 -0.24
F 1.263 2.068 -1.128 0.8 -0.8 -0.6 -0.25
F 2.428 -1.084 0.345 0.4 0.1 0.2 -0.24
F 0.667 -1.109 1.622 0.0 0.5 0.5 -0.25
F 0.783 -2.346 -0.089 -0.5 -0.7 -0.7 -0.25